Record 1
C20H40F9N2O8Sr as an isolated structure, computed with wB97M-V/def2-TZVPD.

```
80
Properties=species:S:1:pos:R:3:forces:R:3
Sr -20.221693 11.295203 4.803840 2.529 -0.154 -0.743
C -19.871448 7.919819 6.594075 -0.989 2.163 -0.505
O -18.835879 8.497093 7.405182 0.457 -0.555 0.164
O -20.239557 8.821541 5.685752 0.231 -0.136 -0.313
C -19.429113 6.567218 5.989605 0.200 0.296 -0.456
F -20.223765 6.235298 4.944769 0.254 -0.198 0.568
F -18.158224 6.559286 5.525651 -0.538 -0.032 0.332
F -19.527367 5.573044 6.919625 0.003 -0.095 -0.412
C -18.453756 7.780882 8.558594 -0.071 0.673 0.295
C -17.341324 8.570657 9.252190 -0.491 -1.198 0.517
H -17.195194 8.036161 10.199911 0.515 0.024 -0.102
H -16.444597 8.541893 8.640040 0.126 0.267 0.125
H -17.616848 9.576209 9.566358 -0.130 0.160 -0.510
H -18.136049 6.756689 8.341591 0.308 0.146 -0.116
H -19.294485 7.659806 9.262551 -0.181 0.154 -0.141
H -20.724301 7.745606 7.280829 0.018 -0.817 0.302
C -21.091245 14.183520 3.883039 2.255 0.206 2.302
O -21.937170 13.019647 3.841370 -1.112 0.084 -0.879
O -19.821642 13.783009 4.042906 -1.442 0.044 -0.916
C -21.392242 15.148961 2.714964 1.149 -0.179 -0.923
F -20.468053 16.132561 2.550978 -0.445 -0.558 0.533
F -21.399738 14.481494 1.533069 -0.505 0.250 0.202
F -22.574426 15.791885 2.870235 -0.068 -0.099 -0.252
C -23.334286 13.209295 4.063699 0.443 -0.889 0.196
C -24.074307 11.974302 3.575688 -0.780 0.625 -0.169
H -25.127485 12.179352 3.801278 -0.069 -0.238 -0.159
H -23.974002 11.943835 2.489038 0.022 -0.230 -0.001
H -23.858205 10.992947 3.993574 0.473 0.173 0.245
H -23.764299 14.038078 3.504303 0.304 0.167 0.008
H -23.483282 13.399258 5.130971 -0.160 -0.005 0.100
H -21.382969 14.730528 4.804512 -0.673 0.456 -0.066
C -16.819161 10.468242 4.771829 -1.779 0.719 -0.002
O -15.977033 11.384687 5.478580 1.158 -0.064 0.200
O -17.760775 11.179936 4.151225 -0.107 -0.819 -0.236
C -15.964164 9.564377 3.860386 0.107 0.604 -0.287
F -15.252726 8.672598 4.588924 0.216 -0.257 0.164
F -16.719978 8.846624 3.018833 -0.182 -0.163 -0.071
F -15.065483 10.222564 3.100067 -0.007 0.088 -0.011
C -15.407759 10.902010 6.671579 -0.267 0.533 0.432
C -14.576976 12.001414 7.314571 0.497 0.179 -0.527
H -14.071271 11.675042 8.225035 -0.318 -0.124 0.173
H -13.764450 12.305668 6.647818 -0.147 0.029 -0.139
H -15.182391 12.887492 7.507408 -0.025 -0.029 0.098
H -14.786151 10.014471 6.531402 -0.126 -0.141 -0.030
H -16.233638 10.689261 7.363296 0.038 -0.526 0.086
H -17.252499 9.754297 5.497769 0.165 -0.197 0.313
C -19.323984 11.242382 1.099557 -0.102 -0.001 -0.141
C -20.817641 10.987557 1.291641 0.408 0.467 0.672
C -21.397933 10.312702 0.076421 0.078 1.051 -0.896
O -22.813536 10.470182 -0.038742 0.043 -0.776 0.255
C -23.568951 9.403035 0.482981 0.105 -0.590 -0.206
N -21.017810 10.265003 2.559523 0.187 -0.742 -0.222
H -18.785448 10.307802 0.915872 0.064 0.019 0.062
H -18.874039 11.741050 1.959252 -0.026 -0.139 0.088
H -19.192779 11.896727 0.235544 0.062 -0.052 -0.030
H -21.270085 11.970704 1.444583 -0.267 -0.099 -0.284
H -21.006556 9.296294 -0.054453 -0.560 -0.307 0.358
H -21.026033 10.828397 -0.814490 0.110 0.188 0.118
H -23.763268 9.465405 1.558047 -0.080 0.248 0.026
H -23.067545 8.441936 0.316347 0.114 0.034 0.002
H -24.511927 9.334210 -0.059673 -0.110 0.276 0.108
H -20.428165 9.430841 2.557261 -0.084 0.006 0.118
H -21.968108 9.938811 2.704835 -0.022 0.097 -0.263
C -20.008317 12.810938 9.409571 -0.361 0.575 -0.485
C -20.166684 11.971274 8.124596 -0.706 0.409 0.921
C -21.604503 12.115051 7.621335 0.201 1.133 -0.252
O -21.939148 11.299492 6.506497 -0.392 -0.259 1.333
C -22.813095 10.237441 6.799693 -1.555 -0.018 -0.089
N -19.186147 12.342943 7.094852 0.100 -0.591 1.167
H -19.128436 12.488245 9.963010 -0.084 0.032 0.154
H -20.910965 12.800500 10.025555 0.181 -0.395 0.247
H -19.888671 13.869328 9.153236 0.184 -0.041 -0.067
H -20.000063 10.946010 8.466510 0.050 -0.228 -0.674
H -21.750273 13.138480 7.245357 0.259 0.100 0.108
H -22.314906 12.041512 8.448763 -0.064 -0.546 -0.101
H -23.741136 10.610953 7.268536 0.209 0.312 -0.029
H -22.478552 9.446656 7.474208 0.757 0.066 -0.352
H -23.149742 9.853160 5.837235 0.364 -0.446 0.140
H -19.087313 13.356980 7.060463 -0.241 -0.038 -0.300
H -18.318804 12.035055 7.535742 0.318 -0.084 -0.875
```
Forces are in eV/Å.

Computed properties:
Total charge = -1
HOMO energy = -0.17577 hartree

For reference, the Löwdin charges in units of e are: Sr 1.521; C -0.496; O -0.102; O -0.263; C -0.526; F 0.119; F 0.138; F 0.091; C -0.288; C -0.071; H 0.069; H 0.070; H 0.061; H 0.109; H 0.115; H 0.137; C -0.515; O -0.215; O -0.238; C -0.518; F 0.123; F 0.123; F 0.103; C -0.249; C -0.059; H 0.080; H 0.079; H 0.055; H 0.112; H 0.116; H 0.143; C -0.500; O -0.077; O -0.278; C -0.552; F 0.105; F 0.131; F 0.125; C -0.293; C -0.082; H 0.065; H 0.072; H 0.068; H 0.112; H 0.095; H 0.136; C -0.039; C -0.417; C -0.198; O -0.171; C -0.129; N -0.021; H 0.088; H 0.067; H 0.083; H 0.124; H 0.131; H 0.124; H 0.066; H 0.086; H 0.082; H 0.099; H 0.060; C -0.057; C -0.412; C -0.187; O -0.350; C -0.100; N 0.036; H 0.075; H 0.072; H 0.079; H 0.139; H 0.137; H 0.125; H 0.094; H 0.093; H 0.085; H 0.097; H 0.086

Record 2
A 2-piece molecular cluster, CH8NO overall, computed with wB97M-V/def2-TZVPD.

```
11
Properties=species:S:1:pos:R:3:forces:R:3
N -0.377907 -1.904326 -0.411403 -0.037 -0.728 -0.034
H -1.176637 -1.510632 -0.907571 -0.003 0.255 0.058
H -0.133894 -1.329984 0.398724 -0.010 0.420 -0.140
H 0.423288 -1.922444 -1.045720 -0.031 0.081 0.027
H -0.607488 -2.859687 -0.122468 0.054 0.067 -0.036
C 0.063529 1.835747 0.503802 -0.150 -0.361 -0.782
O 0.532367 0.663551 -0.234995 0.093 0.094 0.695
H -1.006665 1.704413 0.641423 0.035 -0.010 0.164
H 0.212614 2.718474 -0.114192 0.101 0.093 0.130
H 0.576582 1.921713 1.454338 -0.014 0.046 0.131
H 1.494212 0.683178 -0.161940 -0.039 0.042 -0.212
```
Forces are in eV/Å.

Computed properties:
Total charge = +1
HOMO energy = -0.55031 hartree

For reference, the natural (NBO) charges in units of e are: N -0.854; H 0.460; H 0.477; H 0.458; H 0.448; C -0.255; O -0.791; H 0.188; H 0.197; H 0.190; H 0.483

Record 3
One molecule with the formula C16H19NO, computed with wB97M-V/def2-TZVPD.

```
37
Properties=species:S:1:pos:R:3:forces:R:3
O -0.318742 2.408009 -0.070698 -0.147 0.264 -0.114
C 0.253786 1.395419 0.731357 -0.185 -0.412 0.492
C -0.810035 0.780834 1.683692 0.150 0.133 -0.374
N -2.025630 0.324158 1.056034 -0.252 0.205 -0.044
C -1.912279 -0.815419 0.163080 -0.184 0.069 -0.074
C -1.815588 -0.453306 -1.333246 0.114 -0.147 0.284
C -1.449927 -1.666798 -2.133904 -0.099 0.072 -0.090
C -0.122937 -1.937896 -2.443503 -0.022 0.019 0.010
C 0.221512 -3.082023 -3.140608 0.096 -0.051 -0.015
C -0.759072 -3.975806 -3.535304 0.021 -0.095 -0.055
C -2.084544 -3.716779 -3.230652 -0.051 -0.103 -0.032
C -2.425823 -2.571328 -2.534413 0.027 0.028 0.009
C 1.436857 1.862390 1.541611 0.063 -0.047 -0.180
C 1.361231 3.011255 2.320780 -0.024 -0.085 -0.060
C 2.440877 3.417023 3.084281 -0.030 0.103 0.057
C 3.609713 2.675856 3.085159 0.081 -0.008 0.034
C 3.692506 1.526522 2.317972 0.109 -0.029 0.056
C 2.613735 1.124185 1.551570 -0.122 0.046 -0.004
H -0.531043 3.162299 0.490182 0.006 0.010 -0.061
H 0.582446 0.629061 0.022786 0.024 0.036 0.087
H -1.091269 1.537170 2.424512 0.165 -0.004 0.057
H -0.355359 -0.059668 2.214657 0.021 0.082 0.087
H -2.476277 1.093984 0.571271 0.045 -0.051 0.117
H -2.799026 -1.443609 0.311367 0.180 -0.142 -0.113
H -1.039721 -1.405277 0.456729 -0.021 -0.032 -0.018
H -2.781683 -0.061500 -1.660301 0.027 0.073 -0.018
H -1.069641 0.329973 -1.472872 -0.051 0.040 -0.016
H 0.647056 -1.241099 -2.142278 0.074 0.095 0.032
H 1.257644 -3.276470 -3.377833 0.074 -0.011 -0.022
H -0.491648 -4.869299 -4.080131 0.018 -0.063 -0.044
H -2.854826 -4.409455 -3.537850 -0.056 -0.050 -0.025
H -3.462388 -2.371998 -2.301647 -0.115 0.036 0.020
H 0.453836 3.600895 2.340037 -0.082 0.062 0.014
H 2.367764 4.313750 3.682081 0.001 0.068 0.047
H 4.452309 2.993257 3.681140 0.067 0.025 0.045
H 4.601660 0.943443 2.313452 0.077 -0.042 -0.001
H 2.684525 0.228250 0.951489 0.001 -0.091 -0.087
```
Forces are in eV/Å.

Computed properties:
Total charge = 0
SMILES = O[C@H](CNCCc1ccccc1)c1ccccc1
HOMO energy = -0.30776 hartree

For reference, the natural (NBO) charges in units of e are: O -0.713; C 0.063; C -0.229; N -0.626; C -0.205; C -0.441; C -0.033; C -0.211; C -0.205; C -0.223; C -0.223; C -0.161; C -0.052; C -0.174; C -0.218; C -0.216; C -0.200; C -0.210; H 0.464; H 0.178; H 0.192; H 0.199; H 0.359; H 0.191; H 0.188; H 0.208; H 0.221; H 0.205; H 0.211; H 0.212; H 0.211; H 0.198; H 0.190; H 0.213; H 0.215; H 0.214; H 0.211